Molecular formula: C24H63N3O10
Method: DFT, wB97M-V/def2-TZVPD

```
100
Properties=species:S:1:pos:R:3:forces:R:3:lowdin_charge:R:1
C 4.330 -3.659 1.598 -0.3 -1.2 -1.2 -0.04
O 4.036 -3.502 0.198 1.6 1.2 0.0 -0.24
C 3.082 -4.313 -0.425 0.6 -0.6 0.6 -0.22
C 1.684 -3.914 -0.028 0.6 -0.6 -0.4 -0.23
N 0.777 -4.884 -0.574 -1.7 -0.1 0.5 -0.04
C -0.593 -4.532 -0.091 -0.2 -0.4 -0.6 -0.14
C -1.472 -4.018 -1.280 9.7 -3.6 -1.9 -0.34
O -2.601 -3.572 -1.140 -9.8 3.2 2.5 -0.18
C -3.612 -4.466 -0.771 -2.5 0.1 -0.3 -0.05
H 4.507 -4.739 1.788 0.0 0.6 0.2 0.10
H 3.475 -3.303 2.122 -0.6 0.2 1.0 0.06
H 5.205 -3.073 1.880 -0.1 0.0 -0.4 0.10
H 3.372 -5.360 -0.253 -0.7 -0.2 0.6 0.13
H 3.237 -4.270 -1.487 -0.1 0.7 -0.6 0.13
H 1.427 -2.932 -0.437 0.2 0.0 0.0 0.12
H 1.599 -3.895 1.056 0.1 0.3 0.4 0.11
H 0.984 -5.774 -0.124 0.1 0.1 -0.4 0.11
H -0.579 -3.692 0.574 0.3 0.6 0.7 0.09
H -0.922 -5.358 0.535 -0.7 -0.2 -0.4 0.10
H -1.529 -4.728 -2.089 1.0 -1.1 -0.6 0.13
H -0.877 -3.177 -1.632 0.7 0.0 -0.4 0.13
H -3.930 -5.211 -1.525 0.7 0.4 -0.3 0.11
H -4.492 -3.815 -0.624 0.2 -0.4 0.0 0.10
H -3.500 -5.003 0.153 0.8 0.0 0.5 0.08
C 0.591 9.212 -3.428 0.5 0.5 0.3 -0.13
O -0.278 8.141 -3.382 -1.4 0.8 0.4 -0.18
C 0.340 6.987 -2.976 0.3 -0.6 0.9 -0.26
C -0.718 5.984 -2.578 -0.9 -0.3 -1.2 -0.25
N -0.113 4.975 -1.774 0.4 -0.9 0.1 -0.06
C -1.097 3.913 -1.533 1.4 -0.6 -1.5 -0.19
C -0.756 3.058 -0.343 0.7 -4.5 -6.5 -0.37
O -0.727 3.644 0.774 0.5 3.6 6.4 -0.13
C -1.951 3.766 1.482 0.4 1.0 0.2 -0.04
H 1.275 9.017 -4.217 1.0 0.2 -1.0 0.07
H 1.206 9.337 -2.518 -0.4 -0.1 0.0 0.10
H 0.049 10.124 -3.630 -0.2 0.2 0.0 0.09
H 0.920 7.136 -2.029 0.1 0.2 -0.7 0.13
H 1.024 6.652 -3.782 -0.2 -0.4 0.5 0.14
H -1.161 5.505 -3.469 0.1 0.2 0.2 0.13
H -1.582 6.404 -2.004 0.5 0.5 -0.6 0.14
H 0.085 5.480 -0.919 0.2 -0.6 0.5 0.11
H -1.304 3.349 -2.500 0.8 0.3 1.2 0.15
H -1.993 4.389 -1.372 -2.7 1.1 0.7 0.07
H 0.177 2.517 -0.590 0.6 0.8 0.3 0.12
H -1.329 2.135 -0.367 -1.3 -0.2 0.1 0.11
H -1.832 4.458 2.339 0.4 -0.8 -0.3 0.11
H -2.292 2.794 1.770 -0.2 -0.7 0.5 0.08
H -2.712 4.245 0.892 -0.5 0.1 -0.7 0.08
C -2.154 -5.318 2.943 -1.7 0.2 1.6 -0.10
O -2.843 -4.327 2.158 0.7 -0.6 0.2 -0.24
C -3.168 -3.132 2.862 -0.1 -0.7 0.6 -0.19
C -3.747 -2.081 1.931 -0.3 -0.7 -0.2 -0.17
N -2.783 -1.693 0.921 0.9 -2.4 0.0 -0.08
C -3.087 -0.542 0.178 -1.7 1.3 0.6 -0.20
C -2.391 -0.504 -1.122 -8.5 0.3 -2.2 -0.39
O -1.155 -0.477 -1.043 8.4 -0.9 2.0 -0.15
C -0.477 -0.371 -2.239 0.8 -1.0 -0.7 -0.07
H -2.820 -5.683 3.832 0.9 0.6 -1.5 0.12
H -1.239 -4.940 3.412 0.0 0.2 -0.3 0.08
H -1.924 -6.197 2.343 -0.1 0.2 -0.2 0.07
H -2.295 -2.684 3.313 0.7 0.1 0.1 0.11
H -3.809 -3.427 3.720 -0.2 0.5 -0.5 0.13
H -4.003 -1.238 2.565 -0.3 0.2 -0.1 0.13
H -4.600 -2.471 1.356 -0.5 0.1 0.8 0.12
H -2.802 -2.470 0.232 0.7 0.7 0.8 0.09
H -2.794 0.335 0.722 0.3 0.8 0.5 0.11
H -4.183 -0.416 0.098 0.1 0.0 -0.7 0.14
H -2.688 0.419 -1.606 -1.1 0.7 -0.5 0.13
H -2.773 -1.318 -1.772 0.0 0.0 0.1 0.14
H 0.420 -0.960 -2.090 0.7 0.6 -0.2 0.08
H -0.338 0.665 -2.493 0.5 0.5 -0.2 0.09
H -0.942 -0.864 -3.094 -0.7 -0.1 0.1 0.11
O -1.353 -0.270 2.732 0.0 0.6 1.0 -0.06
C -0.005 -0.002 2.393 -2.1 1.3 0.3 -0.24
C 0.598 -1.128 1.747 2.0 -2.2 -0.9 -0.22
O 1.973 -0.825 1.466 -0.7 1.7 2.1 -0.05
H -1.811 -0.717 2.014 0.3 -0.6 -0.5 0.00
H 0.058 0.832 1.707 0.1 0.6 -0.2 0.11
H 0.452 0.255 3.313 0.8 0.3 0.8 0.13
H 0.092 -1.372 0.814 -0.2 0.0 0.0 0.11
H 0.698 -2.009 2.371 -0.9 -0.4 0.4 0.13
H 2.184 -1.311 0.727 1.1 -1.7 -2.8 0.01
C 3.412 3.685 1.672 0.2 2.8 0.4 -0.10
C 2.591 2.487 1.641 -1.0 -1.3 0.6 -0.37
O 3.482 1.407 1.684 0.9 0.0 0.0 -0.08
H 4.163 3.724 2.488 -0.4 -0.4 -0.6 0.09
H 2.788 4.586 1.812 0.0 -0.3 0.1 0.08
H 3.854 3.864 0.710 0.8 -0.1 -0.4 0.07
H 1.942 2.405 0.754 0.2 0.3 0.1 0.09
H 1.918 2.463 2.515 0.0 0.0 -0.1 0.11
H 2.992 0.609 1.513 -0.4 -0.7 0.1 0.01
C 2.602 0.583 -1.465 -1.8 2.8 -0.2 -0.12
C 3.763 -0.234 -1.345 0.9 -1.5 2.1 -0.34
O 3.351 -1.554 -1.607 0.2 -1.3 -0.4 -0.07
H 2.887 1.662 -1.419 -0.4 -0.6 0.8 0.11
H 1.759 0.268 -0.817 0.6 0.6 -0.2 0.08
H 2.293 0.536 -2.482 -0.7 -0.4 -1.0 0.07
H 4.129 -0.233 -0.321 0.4 0.4 0.2 0.11
H 4.516 0.176 -1.972 1.1 -0.2 -0.9 0.11
H 3.817 -2.195 -1.027 0.0 0.7 -0.3 0.05
```
Positions in Å, forces in eV/Å.

The energy above the lowest of the compared OMol25 structures with the same formula, charge and spin comes out at 0.0 kJ/mol. As for the spin multiplicity: 1. Its SMILES is COCCNCCOC.COCCNCCOC.COCCNCCOC.OCCO.CCO.CCO. The HOMO energy is -8.845 eV. For the LUMO energy, the calculation gives 0.5 eV.